Here is a single C3H8N2S molecule at a distorted geometry from the Open Molecules 2025 dataset. Energies are from wB97M-V/def2-TZVPD.

Last columns: bonded neighbours and bond lengths (Å).
Cartesian coordinates (Å):
1 C 0.07 1.32 1.05  H4 1.061, H5 1.022, H6 1.076, N12 1.429
2 C -1.00 0.36 -0.85  H7 1.086, H8 1.101, H9 1.099, N12 1.413
3 C 0.83 -0.77 0.17  N12 1.298, N13 1.374, S14 1.657
4 H -0.56 1.26 1.90  C1 1.061
5 H -0.28 2.18 0.62  C1 1.022
6 H 1.07 1.51 1.40  C1 1.076
7 H -0.59 0.04 -1.80  C2 1.086
8 H -1.89 -0.24 -0.62  C2 1.101
9 H -1.22 1.43 -0.94  C2 1.099
10 H 1.13 -2.70 -0.53  N13 1.034
11 H -0.27 -2.02 -1.13  N13 1.056
12 N 0.05 0.26 0.09  C1 1.429, C2 1.413, C3 1.298
13 N 0.68 -1.80 -0.73  C3 1.374, H10 1.034, H11 1.056
14 S 1.98 -0.83 1.36  C3 1.657

Computed properties:
* E_HOMO: -7.89 eV
* max |F|: 2.92 eV/A
* relative energy (zero: lowest compared OMol25 entry of this formula, charge and spin): 86.1 kJ/mol
* E_LUMO: 0.0240 hartree
* SMILES: CN(C)C(N)=S
* Kohn-Sham gap: 8.54 eV